{"formula": "C2H8IN2", "method": "the ωB97M-V functional and the def2-TZVPD basis", "relative_energy_ev": 1.256, "gap_ev": 9.22, "total_charge": 1, "homo_ev": -13.23, "symbols": ["H", "H", "H", "N", "H", "H", "H", "H", "C", "I", "C", "H", "N"], "xyz": [[-0.45122, -2.30048, 1.05178], [-0.26663, -0.96019, -1.62160], [0.82974, 2.00816, -0.65533], [-0.27817, -2.09245, 0.07787], [-0.92272, 1.55527, -0.60910], [0.06235, 2.18373, 0.74939], [-0.60802, -2.86434, -0.45960], [1.26022, -0.08879, 0.29676], [-0.47505, -0.84333, -0.48375], [-2.69211, 0.00889, 0.05817], [0.26978, 0.26629, 0.33973], [-0.06097, 0.03786, 1.27577], [0.08334, 1.67724, -0.11994]], "forces_ev_per_angstrom": [[0.0, 0.6, 0.2], [-0.8, 0.8, 1.9], [1.3, 0.6, -1.5], [0.1, 0.5, -0.1], [1.6, 1.1, 1.0], [-0.6, 1.0, 0.1], [-0.1, -0.4, -0.6], [1.7, 0.4, -0.1], [0.0, -0.1, -0.4], [0.4, -0.2, -0.8], [0.4, -2.1, -3.4], [-1.0, 0.6, 2.8], [-3.1, -2.9, 0.9]], "nbo_charge": [0.402, 0.259, 0.441, -0.787, 0.462, 0.452, 0.409, 0.245, 0.013, -0.129, -0.296, 0.236, -0.709]}